No. 1
DFT (wB97M-V/def2-TZVPD) results for a molecular structure, C16H16AsAuNO4.

Calculated values
gap between HOMO and LUMO (spin up / spin down) = 6.08 / 6.08 eV
charge = +1
molar mass = 558.2 g mol⁻¹
LUMO energy (spin up / spin down) = -6.2 / -6.3 eV
HOMO energy (spin up / spin down) = -12.33 / -12.33 eV

```
39
C16H16AsAuNO4 | OMol25 | wB97M-V/def2-TZVPD
Au -1.14502 -2.23884 0.13393
O 1.77415 -3.38124 2.78656
C 0.79900 -2.97088 2.23497
O 0.68497 -2.88996 0.90222
C -0.37211 -2.44114 3.02876
C -0.41791 -2.21701 4.39291
C -1.55163 -1.58001 4.90051
C -2.58227 -1.15860 4.05920
C -2.44637 -1.41690 2.70655
N -1.38176 -2.05694 2.28413
C -3.34110 -0.92422 1.58955
O -4.33088 -0.30298 1.83830
O -2.93264 -1.19909 0.34892
H 0.41683 -2.52254 5.00869
H -1.61685 -1.38320 5.96222
H -3.45520 -0.63234 4.41946
C 1.76742 -1.46981 -1.85432
As 0.23369 -0.64316 -1.04998
C 0.91829 0.48580 0.34642
C -0.67175 0.50998 -2.34908
C 0.22369 1.67955 -2.62457
C 0.05252 2.87386 -1.92732
C 0.85285 3.97000 -2.20656
C 1.84483 3.87672 -3.17400
C 2.03117 2.68671 -3.86360
C 1.22868 1.59110 -3.58605
H 2.52500 -0.71178 -2.04628
H 1.48221 -1.97052 -2.77647
H 2.14533 -2.20361 -1.14359
H 1.52715 1.26660 -0.10607
H 1.52501 -0.12386 1.01363
H 0.09579 0.93410 0.90122
H -1.62356 0.79970 -1.90646
H -0.85572 -0.10203 -3.23084
H -0.72928 2.94997 -1.17943
H 0.69508 4.89969 -1.67665
H 2.46876 4.73239 -3.39388
H 2.79587 2.61731 -4.62551
H 1.36576 0.66716 -4.13748
```

=====

No. 2
DFT (wB97M-V/def2-TZVPD) results for a molecular structure, C16H16BBrN5O2S3V.

Calculated values
gap between HOMO and LUMO (spin up / spin down) = 6.29 / 5.73 eV
charge = -1
molar mass = 548.2 g mol⁻¹
2S+1 = 2
LUMO energy (spin up / spin down) = 2.6 / 2.6 eV
relative energy (zero: lowest compared OMol25 entry of this formula, charge and spin) = 45.0 kJ/mol
HOMO energy (spin up / spin down) = -3.68 / -3.12 eV

```
45
C16H16BBrN5O2S3V | OMol25 | wB97M-V/def2-TZVPD
V 0.40770 0.62158 0.36204
C -1.33067 -0.00684 3.59964
N -2.15094 0.81146 2.72888
C -2.77302 1.98964 3.08210
C -3.38085 2.44970 1.96691
N -3.14693 1.56339 0.94240
B -3.70438 1.77596 -0.49469
N -2.59027 1.65284 -1.58799
C -2.85948 1.03804 -2.78956
C -1.74392 1.07160 -3.55022
N -0.78143 1.71304 -2.80308
C 0.60537 1.87448 -3.19876
C -1.31179 2.06197 -1.60516
S -0.40105 2.80876 -0.33674
C -2.38399 0.56477 1.41664
S -1.68222 -0.74936 0.55192
H -1.55630 0.25905 4.63006
H -0.27322 0.16412 3.39765
H -1.55910 -1.05579 3.42813
H -2.70546 2.39209 4.07677
H -3.95443 3.34341 1.80235
H -4.51521 0.92013 -0.75218
H -4.18816 2.88262 -0.51944
H -3.82362 0.60382 -2.98135
H -1.53199 0.67458 -4.52655
H 0.64351 1.96026 -4.28342
H 1.18848 1.00830 -2.88325
H 1.00079 2.77682 -2.74183
S 2.91032 1.72496 4.24689
C 1.97207 1.37930 2.97724
N 1.26663 1.13346 2.06931
Br 3.24828 -3.61408 2.99925
C 3.35816 -3.45539 1.11016
C 4.12578 -4.36219 0.39992
C 4.20036 -4.23736 -0.98111
C 3.51586 -3.22447 -1.63072
C 2.74689 -2.31964 -0.90530
C 2.66849 -2.43634 0.47854
C 2.00246 -1.22799 -1.64466
O 2.06410 -1.16970 -2.86781
O 1.33082 -0.42292 -0.90787
H 4.65494 -5.14978 0.91871
H 4.79877 -4.94033 -1.54734
H 3.55678 -3.10938 -2.70524
H 2.08185 -1.73859 1.05876
```

=====

no.,total energy (eV)
1,-91054.522
2,-157316.016